Record 1
A structure of composition C19H21Cl3IrN5O2S2 in a non-equilibrium geometry, computed with the ωB97M-V functional and the def2-TZVPD basis.

Its charge is +1. The value obtained for the frontier orbital gap (spin up / spin down) is 5.69 / 6.08 eV. The expectation value of S² is 0.818. Its energy is -3441.8336 Eh. For the HOMO energy (spin up / spin down), the calculation gives -11.13 / -11.11 eV. As for the spin multiplicity: 2. For the molar mass, the calculation gives 714.1 u.

Each line ends with the Mulliken spin population.
CARTESIAN COORDINATES (ANGSTROEM)
Ir -0.2646 1.1621 0.4561  0.94
C 3.1023 1.3496 0.7794  0.01
N 2.1551 0.6974 -0.1377  0.11
C 2.3247 -0.7541 -0.0403  0.00
C 1.1976 -1.4900 -0.7450  0.00
N -0.1059 -1.2501 -0.0947  0.12
C -1.1572 -1.6342 -1.0447  0.00
C -0.2309 -1.9796 1.1573  -0.02
C -0.5348 -3.3360 1.1664  0.00
C -0.6804 -4.0461 2.3479  0.00
C -0.5456 -3.4006 3.5680  0.00
C -0.2193 -2.0631 3.5860  0.00
C -0.0409 -1.3416 2.3997  -0.01
S 0.4678 0.3111 2.6182  -0.04
C 2.2711 1.2801 -1.4411  -0.01
C 2.9251 0.6848 -2.5099  0.02
C 3.0852 1.3642 -3.7104  -0.02
C 2.5990 2.6547 -3.8624  0.01
C 1.9252 3.2591 -2.8210  -0.02
C 1.7361 2.5792 -1.6138  0.01
S 0.8077 3.3365 -0.3506  -0.16
H 4.1295 1.1711 0.4460  0.00
H 2.9774 0.9512 1.7840  0.00
H 2.9255 2.4207 0.8146  0.00
H 2.3108 -1.0092 1.0230  0.00
H 3.2922 -1.0837 -0.4391  0.01
H 1.4269 -2.5628 -0.7588  0.00
H 1.1220 -1.1342 -1.7764  0.00
H -1.0405 -2.6624 -1.3999  0.00
H -1.0983 -0.9756 -1.9086  0.00
H -2.1361 -1.5449 -0.5849  0.00
H -0.6510 -3.8701 0.2370  0.00
H -0.8785 -5.1066 2.3095  0.00
H -0.6727 -3.9402 4.4936  0.00
H -0.0829 -1.5394 4.5195  0.00
H 3.3462 -0.3037 -2.4245  0.00
H 3.6255 0.8929 -4.5158  0.00
H 2.7479 3.1840 -4.7902  0.00
H 1.5346 4.2604 -2.9226  0.00
N -1.7740 1.7388 -1.4450  0.01
N -2.4046 2.9401 -1.0417  0.00
C -2.5302 3.2695 0.3446  0.00
O -3.4481 4.0045 0.6385  0.00
O -1.6581 2.7862 1.1136  -0.01
H -1.2432 1.9152 -2.2985  0.00
H -2.4665 1.0097 -1.6297  0.00
H -3.2120 3.2332 -1.5814  0.00
Cl -5.9162 -0.0109 2.0269  0.00
C -4.4847 -1.0627 2.1662  0.00
Cl -4.6223 -2.4742 1.0612  0.00
Cl -4.2458 -1.6217 3.8401  0.00
C -3.3178 -0.3656 1.7131  -0.01
N -2.3723 0.1071 1.2781  0.06

Atomic forces in eV per Å
-0.95 1.74 -0.02
0.34 0.27 0.38
-1.09 -0.20 0.71
-0.31 -0.46 -0.07
0.62 0.20 -0.07
0.06 0.89 0.25
-0.33 0.09 -0.28
0.08 -0.08 1.25
0.03 -0.07 -0.08
0.03 0.00 -0.02
0.10 -0.13 -0.21
0.07 0.23 -0.25
-0.08 -0.54 -0.46
-0.33 1.55 -1.54
-0.12 0.95 -0.93
0.06 0.04 0.22
-0.03 0.26 -0.04
0.31 -0.30 -0.07
-0.20 -0.18 0.50
0.28 -0.61 -0.49
-0.87 -1.67 1.13
-0.07 -0.07 -0.07
-0.06 -0.06 -0.06
-0.02 -0.02 -0.07
0.06 0.09 -0.11
-0.08 0.14 0.02
-0.14 0.09 -0.02
-0.04 -0.11 0.08
0.09 0.10 0.04
0.00 0.02 -0.06
-0.02 0.02 0.07
-0.03 -0.07 -0.13
-0.11 -0.04 -0.02
-0.02 -0.05 0.08
-0.04 0.04 0.15
0.04 -0.15 0.07
-0.02 -0.09 -0.11
0.00 0.05 -0.09
-0.12 0.07 -0.05
0.66 0.14 0.68
-0.04 0.03 0.07
-1.70 0.47 -2.44
0.43 -0.08 0.30
2.97 -2.40 1.55
-0.02 -0.03 0.20
0.24 0.05 0.13
0.12 -0.21 0.09
0.54 -0.33 0.06
-1.23 -0.77 0.43
-0.11 0.24 0.26
-0.04 0.24 -0.49
0.90 0.63 -0.30
0.17 0.09 -0.17

=====

Record 2
A structure of composition C6H12AlO10S in a non-equilibrium geometry, computed with the ωB97M-V functional and the def2-TZVPD basis.

Its charge is +1. The value obtained for the frontier orbital gap is 3.93 eV. Its energy is -1628.3495 Eh. For the HOMO energy, the calculation gives -13.88 eV. For the molar mass, the calculation gives 303.2 u.

Each line ends with the natural charge from an NBO analysis.
CARTESIAN COORDINATES (ANGSTROEM)
Al -0.7478 0.6604 0.7072  1.00
S 0.9180 -0.4135 -1.9163  2.50
O 1.4991 -0.8476 -3.1404  -0.72
O 1.7989 0.2136 -0.9430  -0.66
O -0.1929 0.4920 -2.1360  -0.61
O 0.2745 -1.4372 -1.1196  -0.55
C 4.1469 2.2898 0.2100  -0.29
O 3.8083 3.0292 1.3973  -0.48
C 2.6485 2.7519 1.9631  1.03
O 1.6608 2.1568 1.4611  -0.72
O 2.6660 3.0447 3.3202  -0.50
C 3.7588 3.5523 4.0396  -0.25
H 4.3422 3.0362 -0.5600  0.21
H 3.3787 1.7231 -0.3161  0.21
H 4.9831 1.5929 0.2660  0.21
H 4.0538 4.5567 3.7359  0.19
H 4.6459 2.9236 3.9617  0.19
H 3.3893 3.6029 5.0638  0.21
C -4.1190 -2.6584 -3.4247  -0.25
O -3.3980 -1.7748 -2.6046  -0.50
C -3.3813 -1.8704 -1.2061  1.04
O -2.7314 -1.1229 -0.4537  -0.71
O -4.1276 -2.8928 -0.7729  -0.50
C -4.1180 -3.3478 0.5334  -0.26
H -3.8675 -2.5625 -4.4809  0.22
H -5.1670 -2.4645 -3.1964  0.19
H -3.9040 -3.6687 -3.0767  0.19
H -4.8793 -4.0711 0.8256  0.22
H -4.0922 -2.5001 1.2182  0.20
H -3.2470 -3.9938 0.6441  0.19

Atomic forces in eV per Å
-0.01 0.10 -0.03
1.68 0.48 -1.50
0.32 -0.01 -0.10
0.88 -0.18 0.46
-1.86 1.02 -0.30
-1.02 -1.50 1.36
-0.06 0.54 -2.31
-0.36 -1.07 -0.28
-1.39 -1.67 2.05
2.40 1.76 1.04
-1.85 -0.74 -3.00
0.93 0.57 0.29
0.61 0.16 0.25
-0.71 0.05 1.11
0.17 0.47 0.94
-0.21 0.03 -0.20
-0.14 -0.19 0.05
0.24 -0.11 -0.08
-1.17 -1.37 1.06
1.76 1.76 3.41
0.31 -0.15 -0.52
-0.97 -1.10 -1.91
-0.54 0.65 -2.69
1.37 -0.46 2.04
0.15 0.49 0.37
-0.19 -0.19 -0.66
-0.07 -0.18 -0.38
-0.85 0.65 -0.89
0.02 -0.25 0.16
0.55 0.43 0.27

=====

Record 3
The molecule C14H20N2O2, computed with the ωB97M-V functional and the def2-TZVPD basis.

The value obtained for the frontier orbital gap is 9.46 eV. Its energy is -805.4534 Eh. As for the SMILES: CN1CCCN(C(=O)COc2ccccc2)CC1. For the HOMO energy, the calculation gives -8.57 eV. For the molar mass, the calculation gives 248.3 u.

Each line ends with the natural charge from an NBO analysis.
CARTESIAN COORDINATES (ANGSTROEM)
C 3.1389 3.8771 -1.7858  -0.40
N 2.1989 2.8524 -1.3822  -0.46
C 2.5089 1.5457 -1.9445  -0.22
C 1.2647 0.8442 -2.5003  -0.41
C 0.0871 0.8309 -1.5102  -0.23
N 0.5054 0.8450 -0.1260  -0.44
C 0.9043 -0.2314 0.5757  0.65
O 1.4150 -0.1461 1.6802  -0.64
C 0.6782 -1.6122 -0.0577  -0.16
O -0.6371 -1.8621 -0.5012  -0.50
C -1.6352 -1.9979 0.4267  0.29
C -1.4761 -1.8496 1.7983  -0.27
C -2.5686 -2.0199 2.6335  -0.20
C -3.8137 -2.3315 2.1204  -0.24
C -3.9706 -2.4741 0.7506  -0.19
C -2.8915 -2.3095 -0.0927  -0.26
C 0.7068 2.1544 0.4604  -0.22
C 2.0392 2.7953 0.0599  -0.23
H 2.7985 4.8405 -1.4082  0.20
H 4.1602 3.6985 -1.4158  0.16
H 3.1648 3.9280 -2.8733  0.20
H 3.2233 1.6600 -2.7638  0.20
H 2.9813 0.8984 -1.1888  0.18
H 0.9382 1.3525 -3.4076  0.21
H 1.5471 -0.1746 -2.7715  0.20
H -0.5454 -0.0370 -1.6980  0.24
H -0.5137 1.7293 -1.6634  0.21
H 1.3056 -1.7120 -0.9483  0.21
H 0.9941 -2.3619 0.6783  0.21
H -0.5204 -1.5957 2.2270  0.23
H -2.4361 -1.9032 3.6990  0.21
H -4.6577 -2.4613 2.7808  0.21
H -4.9386 -2.7163 0.3374  0.21
H -2.9937 -2.4203 -1.1612  0.22
H -0.1188 2.7971 0.1468  0.20
H 0.6872 2.0378 1.5463  0.24
H 2.0491 3.8133 0.4547  0.20
H 2.8602 2.2344 0.5388  0.18

Atomic forces in eV per Å
0.02 0.01 0.01
-0.01 0.06 0.02
-0.27 -0.21 -0.26
0.13 0.09 0.21
0.00 -0.17 -0.56
-0.14 0.23 0.08
-0.20 -0.34 -0.02
0.23 -0.10 0.19
0.18 -0.11 0.17
-0.16 -0.08 -0.05
-0.24 -0.05 0.03
0.32 0.04 -0.15
-0.17 -0.04 0.01
-0.06 0.00 0.17
0.03 0.01 -0.04
0.20 0.05 -0.08
0.31 0.30 0.39
-0.33 -0.12 0.15
0.05 0.06 -0.02
0.04 0.01 -0.01
0.06 0.05 -0.03
0.02 0.00 0.08
0.06 0.08 -0.06
0.01 -0.03 -0.09
-0.02 -0.08 -0.08
0.00 0.18 0.01
0.01 -0.11 0.04
-0.04 0.00 0.10
-0.03 0.19 -0.09
0.15 0.03 0.02
0.02 0.01 0.08
-0.07 -0.01 0.06
-0.07 -0.02 -0.04
-0.01 -0.02 -0.12
0.04 -0.04 0.00
-0.06 0.07 -0.12
0.02 -0.02 0.02
-0.01 0.08 -0.03

=====

Record 4
A cluster of 9 separate species, C30H60Cl6O6 in total in a non-equilibrium geometry, computed with the ωB97M-V functional and the def2-TZVPD basis.

The value obtained for the frontier orbital gap is 9.65 eV. Its energy is -4391.5138 Eh. As for the SMILES: C1CCOC1.C1CCOC1.C1CCOC1.C1CCOC1.C1CCOC1.C1CCOC1.ClCCCl.ClCCCl.ClCCCl. For the HOMO energy, the calculation gives -9.14 eV. For the molar mass, the calculation gives 729.5 u.

Each line ends with the Löwdin charge.
CARTESIAN COORDINATES (ANGSTROEM)
C -3.2126 4.3782 1.2786  -0.15
C -4.0622 3.2817 0.5753  -0.13
C -2.9862 2.6260 -0.3908  -0.24
O -2.2810 3.7120 -0.8787  -0.19
C -1.9960 4.5619 0.2764  -0.14
H -2.9035 4.0430 2.2755  0.10
H -3.6990 5.3293 1.3981  0.09
H -4.8893 3.8228 -0.0430  0.14
H -4.5875 2.5785 1.2276  0.09
H -3.4414 2.0847 -1.2460  0.11
H -2.3080 1.9896 0.1716  0.08
H -1.8649 5.5688 -0.1791  0.13
H -1.0529 4.2344 0.7813  0.09
C -1.8750 -2.9226 -4.1729  -0.13
C -0.6714 -3.0033 -3.1807  -0.15
C -1.2539 -3.6403 -1.8637  -0.21
O -2.6272 -3.6167 -2.0568  -0.17
C -2.8285 -3.9251 -3.4244  -0.18
H -1.6985 -3.0065 -5.2864  0.13
H -2.3261 -1.9211 -4.0766  0.09
H -0.1119 -2.0662 -3.0918  0.07
H 0.0382 -3.7123 -3.5835  0.09
H -1.0298 -2.9816 -1.0006  0.11
H -0.8357 -4.6409 -1.6571  0.12
H -3.7863 -3.5926 -3.7169  0.10
H -2.6038 -4.9826 -3.6013  0.13
C 3.5580 3.2548 -0.0953  -0.18
C 4.0258 2.0728 -0.9785  -0.19
C 5.5261 2.1758 -0.8556  -0.23
O 5.7846 3.5624 -0.7162  -0.16
C 4.6371 4.3249 -0.3005  -0.18
H 3.4276 2.9481 0.9084  0.07
H 2.5172 3.6319 -0.4089  0.11
H 3.7721 2.0870 -2.0523  0.11
H 3.5796 1.1493 -0.5404  0.07
H 6.0473 1.8045 -1.7715  0.13
H 5.9314 1.5737 -0.0171  0.12
H 4.3021 4.9865 -1.1599  0.13
H 4.9381 4.7912 0.6503  0.12
C 3.5803 -3.1986 -1.8486  -0.16
C 3.8137 -3.1323 -3.3996  -0.17
C 3.8539 -1.6610 -3.7390  -0.17
O 3.9539 -0.9775 -2.4460  -0.22
C 4.3107 -1.9346 -1.4398  -0.23
H 3.9757 -4.1855 -1.4286  0.14
H 2.5172 -3.0841 -1.6578  0.08
H 3.0447 -3.6947 -3.8967  0.09
H 4.8066 -3.5891 -3.5910  0.12
H 2.9508 -1.2965 -4.2225  0.11
H 4.7714 -1.3956 -4.2617  0.11
H 4.0326 -1.5420 -0.4916  0.08
H 5.4044 -2.0819 -1.5583  0.13
C -4.2201 -0.7377 5.4099  -0.13
C -3.2098 0.4207 5.6754  -0.15
C -2.4061 0.5134 4.3996  -0.22
O -3.1731 -0.1277 3.3886  -0.19
C -4.4555 -0.5482 3.8975  -0.17
H -5.1436 -0.5893 5.9156  0.10
H -3.8188 -1.6105 5.7931  0.08
H -2.5218 0.0787 6.4790  0.12
H -3.6082 1.3665 5.9484  0.10
H -1.4255 -0.0292 4.5193  0.13
H -2.2314 1.5439 4.0768  0.11
H -4.7021 -1.4468 3.3168  0.10
H -5.1878 0.2614 3.7759  0.12
C 1.9350 -2.1852 3.6131  -0.19
C 2.7631 -0.9336 3.8041  -0.17
C 4.0316 -1.2108 2.9473  -0.12
O 3.7822 -2.5334 2.2780  -0.14
C 2.4109 -2.7341 2.3020  -0.27
H 0.8619 -2.0752 3.5707  0.10
H 2.1866 -2.8279 4.5066  0.13
H 3.1128 -0.7067 4.8185  0.11
H 2.1983 -0.0655 3.3992  0.08
H 4.8714 -1.3675 3.6110  0.11
H 4.2023 -0.3937 2.2673  0.10
H 2.2089 -3.7928 2.2338  0.12
H 1.8735 -2.2264 1.5000  0.10
Cl -1.5035 1.3073 -3.5161  0.56
C -0.6612 2.9114 -3.4572  -0.61
C 0.7745 2.7715 -2.9892  -0.58
Cl 1.6329 4.3376 -3.4916  0.51
H -1.2704 3.4858 -2.7739  0.04
H -0.6276 3.3242 -4.4380  0.05
H 1.4049 2.1002 -3.5428  0.05
H 0.8756 2.6915 -1.9115  0.04
Cl 1.2605 -0.3373 -1.0117  0.68
C -0.3287 0.1153 -0.3371  -0.67
C -0.4494 0.3185 1.1193  -0.63
Cl 0.5225 1.7214 1.5986  0.61
H -1.0824 -0.6049 -0.5681  0.05
H -0.5780 0.9651 -0.9171  -0.01
H -0.0541 -0.5304 1.6493  0.06
H -1.4796 0.5664 1.4284  0.06
Cl -4.6941 -3.1537 0.8784  0.58
C -4.1037 -1.6762 0.0724  -0.68
C -4.9369 -1.1923 -1.0225  -0.64
Cl -6.5983 -0.7502 -0.4344  0.52
H -3.1841 -2.0808 -0.3747  0.04
H -3.8394 -0.8888 0.7722  0.06
H -5.0765 -1.9087 -1.8136  0.06
H -4.5062 -0.3238 -1.5824  0.09

Atomic forces in eV per Å
0.71 -0.60 -0.84
-0.59 0.96 -1.48
-2.08 0.07 0.40
0.75 1.10 0.59
0.03 -0.22 -0.12
0.25 0.07 -0.29
-0.53 0.24 0.04
1.48 -1.13 0.77
0.34 0.08 0.06
0.32 0.21 0.56
-0.08 -0.40 0.21
-0.15 -0.57 0.74
-0.56 0.21 -0.57
0.17 0.11 0.92
0.49 -0.58 -0.80
1.38 1.82 -0.09
-1.06 -0.51 -0.15
1.07 1.16 -0.92
0.10 -0.61 1.40
-0.05 -0.31 0.10
-0.37 -0.05 0.39
0.40 -0.24 -0.21
-0.03 -0.49 -0.22
-0.30 0.18 -0.21
-1.54 -0.52 0.04
-0.19 0.12 -0.25
-1.88 0.94 -2.17
-0.78 -0.79 0.67
0.42 -0.59 -0.50
0.75 0.46 -0.11
-0.24 -1.16 -0.63
0.22 -0.40 1.16
1.46 -0.42 0.33
-0.32 0.41 0.54
0.57 0.46 -0.56
-0.35 0.36 0.61
-0.16 0.48 -0.03
0.70 -0.26 1.29
-0.43 0.51 -0.61
0.71 -0.84 -0.74
0.74 -0.96 1.02
0.36 0.55 1.56
-0.58 -0.02 -0.25
0.75 -0.33 -1.57
-0.56 1.50 -0.37
-0.16 -0.13 0.27
-0.21 -0.20 -0.51
-0.63 0.11 -0.12
0.10 0.10 -0.18
-0.23 0.02 -0.52
-0.03 0.34 0.83
-0.31 -0.10 0.67
-0.40 2.91 -1.18
1.00 -1.69 0.95
0.59 -0.44 -0.31
-0.22 -0.21 -0.58
1.14 -0.48 0.43
-0.81 0.25 0.60
0.88 -2.10 -0.02
-0.51 0.53 -0.22
-0.75 0.66 0.25
-0.78 0.57 -0.35
0.23 -0.02 0.17
-0.29 0.31 0.29
-0.02 -0.26 -0.21
0.22 -0.84 1.98
0.15 1.19 -0.94
-1.08 -1.64 0.39
1.24 2.01 0.23
-0.46 -0.44 0.41
-0.39 0.40 0.33
-0.40 0.02 -1.18
-0.61 -0.15 -0.11
0.53 -0.28 0.32
0.40 0.00 -0.21
0.26 -0.01 -0.66
0.02 -0.40 -0.23
0.08 0.20 -0.43
0.28 0.08 -0.11
0.33 -0.65 0.48
0.37 1.36 -0.28
-0.43 -0.26 0.53
0.15 0.32 0.01
-0.41 0.15 -0.76
-0.34 -0.89 0.10
0.12 -0.18 -0.03
-0.15 -0.31 0.43
-0.22 -0.26 -0.64
0.26 0.68 0.53
0.41 0.55 0.40
-0.24 -1.00 -0.60
-0.42 1.06 -0.20
-0.10 -0.35 0.40
0.39 -0.53 -0.22
-0.37 0.26 0.26
1.95 -0.81 0.11
-1.23 1.10 -1.47
0.46 0.13 -0.26
-0.08 0.55 -0.01
-0.25 -0.16 0.43
-0.18 -0.66 0.03
-0.22 -0.36 1.00

=====

Record 5
The molecule C4H7NO, computed with the ωB97M-V functional and the def2-TZVPD basis.

The value obtained for the frontier orbital gap is 10.55 eV. Its energy is -286.5224 Eh. As for the SMILES: ON=C1CCC1. For the HOMO energy, the calculation gives -9.44 eV. For the molar mass, the calculation gives 85.1 u.

Each line ends with the natural charge from an NBO analysis.
CARTESIAN COORDINATES (ANGSTROEM)
O -0.3029 -2.1639 1.4180  -0.58
N 0.0002 -1.8453 0.0923  -0.14
C -0.1923 -0.6138 -0.1265  0.23
C -0.4540 0.5993 0.7298  -0.47
C 0.4368 1.3616 -0.2910  -0.39
C 0.1995 0.2217 -1.3188  -0.44
H -0.0291 -3.0877 1.4739  0.47
H -1.5002 0.9201 0.6708  0.22
H -0.1483 0.5463 1.7763  0.23
H 0.1356 2.3718 -0.5751  0.21
H 1.4779 1.3760 0.0418  0.21
H -0.6592 0.4402 -1.9638  0.22
H 1.0361 -0.1264 -1.9277  0.22

Atomic forces in eV per Å
-0.01 -0.28 0.25
-0.03 0.53 -0.35
0.05 -0.38 -0.02
-0.03 0.04 0.21
0.07 0.26 0.03
0.05 -0.10 -0.18
-0.10 0.15 0.04
0.14 -0.08 0.01
-0.01 0.01 -0.14
-0.01 -0.14 0.03
-0.13 0.01 -0.06
0.11 -0.05 0.10
-0.10 0.04 0.10

=====

Record 6
The molecule C5H7NO, computed with the ωB97M-V functional and the def2-TZVPD basis.

The value obtained for the frontier orbital gap is 7.96 eV. Its energy is -324.5898 Eh. For the HOMO energy, the calculation gives -7.47 eV. For the molar mass, the calculation gives 97.1 u.

Each line ends with the natural charge from an NBO analysis.
CARTESIAN COORDINATES (ANGSTROEM)
C -0.1889 1.6952 0.7067  -0.41
N -0.1945 0.3686 0.1166  -0.27
C -0.7653 0.0176 -0.9970  0.14
C -0.2881 -1.3602 -1.3013  -0.56
C 0.5520 -1.8396 -0.1349  -0.35
C 0.5639 -0.7355 0.6362  0.24
O 1.1969 -0.4267 1.8164  -0.72
H 0.8470 1.9357 0.9540  0.24
H -0.7835 1.6866 1.6220  0.23
H -0.5840 2.4234 -0.0071  0.21
H -1.3818 0.7058 -1.5651  0.21
H -1.0744 -2.0299 -1.6556  0.26
H 0.3682 -1.2288 -2.1914  0.28
H 1.7326 -1.2121 2.0008  0.50

Atomic forces in eV per Å
-0.02 0.16 0.11
-0.05 -0.17 -0.38
0.31 -0.01 0.17
-0.01 0.02 -0.20
-0.10 0.50 0.04
0.06 -0.21 -0.28
-0.02 -0.21 -0.09
-0.20 0.04 0.03
0.11 0.06 -0.08
0.03 -0.19 0.17
0.12 -0.07 0.09
-0.04 -0.02 0.10
-0.12 -0.08 0.29
-0.08 0.16 0.04